(1)
5 unconnected molecules or ions with the total composition H10O5, computed with ωB97M-V with the def2-TZVPD basis set.

Output
Gap between HOMO and LUMO (alpha / beta) in eV: 11.1 / 3.1
Energy above the lowest of the compared OMol25 structures with the same formula, charge and spin in kJ/mol: 133.02

The geometry in ORCA input format:
```
! wB97M-V def2-TZVPD RIJCOSX def2/J DEFGRID3
* xyz 1 2
O 0.3498 1.6397 0.0424
H 0.9132 2.1961 -0.4954
H -0.5254 1.7555 -0.3275
O 0.2732 -0.8862 -1.5924
H -0.2126 -0.4476 -2.2910
H 0.6612 -0.1729 -1.0856
O -0.1072 -0.7930 1.0949
H -0.2496 -1.2118 0.2461
H -0.0216 0.1385 0.8916
O -0.4078 2.2895 3.0088
H -0.8252 2.9389 3.5748
H -0.6042 2.5846 2.1197
O 0.5263 -3.6061 -1.8213
H 0.5921 -2.6518 -1.8578
H -0.3623 -3.7735 -1.5073
*
```

(2)
5 unconnected molecules or ions with the total composition H10O5, computed with ωB97M-V with the def2-TZVPD basis set.

Output
Gap between HOMO and LUMO (alpha / beta) in eV: 10.9 / 3.1
Energy above the lowest of the compared OMol25 structures with the same formula, charge and spin in kJ/mol: 115.43

The geometry in ORCA input format:
```
! wB97M-V def2-TZVPD RIJCOSX def2/J DEFGRID3
* xyz 1 2
O 2.3397 1.5946 1.6660
H 2.4619 1.3709 2.5886
H 1.3972 1.7359 1.5762
O -3.7867 -0.2132 -0.1713
H -4.0825 -1.0993 -0.3799
H -4.5529 0.3387 -0.3284
O 1.1828 -1.2724 1.2193
H 1.5335 -2.0521 1.6498
H 1.6957 -1.1910 0.4152
O 1.9130 0.0887 -2.1972
H 1.6598 -0.6066 -2.8043
H 1.0881 0.3803 -1.8089
O -0.6618 0.4632 -0.6886
H -1.5294 0.1890 -0.9859
H -0.6584 0.2730 0.2495
*
```

(3)
A molecular structure, H10O5Tl, computed with ωB97M-V with the def2-TZVPD basis set.

Output
Gap between HOMO and LUMO in eV: 8.0
Energy above the lowest of the compared OMol25 structures with the same formula, charge and spin in kJ/mol: 0.00

The geometry in ORCA input format:
```
! wB97M-V def2-TZVPD RIJCOSX def2/J DEFGRID3
* xyz 3 1
Tl 5.0644 23.3768 4.9264
O 5.4705 23.5227 2.7138
H 5.9755 24.1384 2.1826
H 5.0682 22.9310 2.0779
O 3.5508 24.5435 3.8234
H 3.8758 25.1725 3.1792
H 2.5977 24.6108 3.7648
O 3.9649 24.9739 5.9515
H 3.2714 25.3911 5.4403
H 4.0530 25.5237 6.7300
O 6.2394 24.5023 6.3922
H 6.2933 24.1498 7.2804
H 6.9133 25.1815 6.3623
O 7.1811 23.6134 4.2743
H 8.0132 23.2164 4.5317
H 7.3847 24.1015 3.4765
*
```

Strongest force on any atom, respectively: 0.0389; 0.0241; 0.0367 Eh/bohr.